# 1
Molecular formula: C6H13NO
Method: DFT, ωB97M-V/def2-TZVPD

Kohn-Sham gap (Ha): 0.3907
DFT total energy (Ha): -366.358702
Net charge: 0
Highest occupied orbital energy (eV): -9.711
Relative energy (zero: lowest compared OMol25 entry of this formula, charge and spin) (kJ/mol): 197.4
2S+1: 1

Geometry as XYZ:
```
21
Properties=species:S:1:pos:R:3:forces:R:3:mulliken_charge:R:1
O 0.991301 1.763232 -1.354567 -0.18 0.19 0.01 -0.4463
C 1.363708 1.446026 -0.259452 0.28 -0.68 0.33 -0.1502
C 0.555177 0.665714 0.772476 -0.84 1.82 -0.35 -0.4920
C -0.680800 -0.010952 0.112979 2.88 -3.11 0.18 0.4706
C -1.530047 -0.697033 1.201419 -1.23 1.04 -0.92 -1.4244
C 0.119337 -1.250932 -0.720662 -1.70 1.16 0.08 -0.6985
C 0.291429 -0.963098 -2.215135 0.11 0.95 -0.28 -1.1225
N 0.444188 1.695288 1.869297 -0.98 -0.82 -0.56 -0.7387
H 2.355025 1.714899 0.121208 0.34 0.30 -0.03 0.3950
H 1.157715 -0.120371 1.190413 0.45 -0.22 0.24 0.4409
H -1.168115 0.625905 -0.607227 -0.38 0.15 0.04 0.5818
H -1.747414 -1.753140 1.005901 0.31 0.23 0.02 0.3483
H -2.522669 -0.195063 1.167395 0.51 -0.29 0.71 0.2796
H -1.042171 -0.588424 2.168615 -0.35 -0.12 0.16 0.3213
H 1.052799 -1.362819 -0.182995 0.27 -0.37 -0.25 0.2842
H -0.443894 -2.193942 -0.606781 0.11 0.52 0.11 0.4734
H 1.224468 -0.494494 -2.483173 0.80 -0.19 0.27 0.2961
H -0.349169 -0.124544 -2.508217 -0.54 -0.56 -0.10 0.2888
H 0.184804 -1.802521 -2.901387 -0.30 -0.13 0.28 0.3230
H -0.025730 1.242705 2.648197 0.23 0.04 0.20 0.2881
H -0.229934 2.403574 1.581701 0.20 0.08 -0.12 0.2814
```
Forces are in eV/Å.

# 2
Molecular formula: C21H41O3P3Pt
Method: DFT, ωB97M-V/def2-TZVPD

Kohn-Sham gap (alpha / beta) (Ha): 0.2897 / 0.1987
DFT total energy (Ha): -2192.157146
Net charge: +4
Highest occupied orbital energy (alpha / beta) (eV): -19.758 / -19.814
Relative energy (zero: lowest compared OMol25 entry of this formula, charge and spin) (kJ/mol): 0.0
2S+1: 5

Geometry as XYZ:
```
69
Properties=species:S:1:pos:R:3:forces:R:3:lowdin_spin:R:1
P 0.050988 3.495507 0.098497 -0.49 -1.80 0.48 0.1677
C 0.657295 3.765446 1.776541 -0.06 0.30 -0.05 0.0333
H 0.949694 4.826786 1.760957 0.06 -0.14 0.37 0.0096
H 1.530799 3.136539 2.031774 -0.39 0.22 -0.42 0.0002
H -0.130086 3.606145 2.537318 0.22 0.16 -0.50 0.0012
C 1.318334 3.263448 -1.127218 0.06 0.14 0.05 0.0085
H 0.842732 3.185020 -2.109075 0.13 0.17 0.06 0.0006
H 1.931647 2.375377 -0.931761 -0.04 0.33 0.15 0.0007
H 1.908196 4.179726 -1.075143 0.38 -0.07 -0.32 0.0030
C -1.187487 4.620240 -0.526699 0.17 0.55 0.51 0.0145
H -0.606620 5.533416 -0.781285 -0.56 -0.23 0.07 0.0058
H -1.957240 4.841016 0.228737 0.36 0.08 -0.15 0.0001
H -1.685545 4.236650 -1.416016 0.20 -0.04 -0.08 0.0009
P -3.465865 -1.191023 0.368642 0.67 0.32 -1.12 0.0977
C -2.956712 -0.956156 2.121880 -0.01 -0.17 -0.35 0.0238
H -3.692749 -1.386350 2.819223 0.06 0.05 -0.41 0.0055
H -2.827581 0.093764 2.345727 -0.27 0.30 -0.05 -0.0004
H -1.981170 -1.407467 2.299042 -0.16 -0.23 -0.11 -0.0001
C -4.932767 -0.208806 -0.033833 0.22 -0.20 0.32 0.0077
H -5.130986 -0.293682 -1.098831 -0.13 -0.12 -0.05 -0.0003
H -4.715106 0.836786 0.189014 -0.16 -0.02 0.12 0.0005
H -5.790321 -0.561866 0.533502 -0.18 0.14 0.07 0.0017
C -3.743221 -2.948676 0.031344 0.10 0.17 0.20 0.0150
H -4.679140 -3.281831 0.486666 0.13 -0.14 0.03 0.0032
H -2.885282 -3.510258 0.420907 -0.30 0.01 0.04 0.0000
H -3.777843 -3.091433 -1.048044 -0.20 -0.07 0.03 0.0008
P 2.083578 -2.833573 -0.589218 -1.46 0.51 1.61 0.1624
C 2.599953 -3.299835 1.082161 0.06 -0.07 -0.41 0.0312
H 3.577056 -3.766087 0.893513 -0.02 -0.07 0.45 0.0090
H 1.906983 -4.030448 1.532936 0.28 0.21 -0.33 0.0007
H 2.702914 -2.426072 1.747026 0.00 -0.21 -0.49 0.0005
C 1.835638 -4.206277 -1.687537 0.27 -0.60 0.07 0.0148
H 2.878363 -4.565038 -1.873530 -0.77 -0.07 -0.15 0.0060
H 1.368067 -3.873830 -2.617963 0.27 -0.06 -0.03 0.0006
H 1.214456 -5.021287 -1.254328 0.54 0.54 -0.09 0.0002
C 3.099539 -1.567340 -1.294253 0.33 -0.17 -0.40 0.0108
H 4.088451 -2.075190 -1.326347 -0.20 0.71 -0.21 0.0044
H 3.109770 -0.679595 -0.649194 0.13 -0.33 -0.01 0.0005
H 2.764263 -1.298965 -2.314785 0.35 -0.26 0.44 0.0004
Pt -1.918912 -0.537937 -1.622551 -0.60 -0.84 6.37 1.1487
C -0.741943 1.655531 0.043930 -0.32 -1.47 4.62 0.4290
O -0.899160 1.015567 1.076772 0.54 2.65 -4.44 0.3491
C 0.307526 -1.929956 -0.345336 -0.82 -0.68 4.04 0.4342
O -0.225487 -1.940193 0.747632 1.86 0.00 -4.04 0.3519
C -1.687295 -1.650818 -3.552566 1.83 -1.13 -0.23 0.1269
C -0.420432 -1.026848 -3.133931 -0.24 0.42 -1.46 0.0887
C -0.347567 0.388211 -2.898619 0.34 0.31 -0.88 0.0841
C -1.571870 1.157692 -3.027353 0.79 -0.40 -0.76 0.1138
C -2.808820 0.502174 -3.299699 -0.66 1.34 -0.75 0.1051
C -2.857966 -0.892880 -3.501153 -1.02 -0.15 -1.49 0.0834
H -1.761271 -2.746717 -3.816036 0.29 1.31 0.58 0.0066
H 0.491587 -1.621775 -2.997211 -0.67 0.20 -0.24 0.0087
H 0.633604 0.880614 -2.587772 -1.60 -0.82 -0.49 0.0065
H -1.579127 2.236754 -2.882160 0.05 -0.30 0.14 0.0089
H -3.750765 1.077852 -3.317897 0.65 -0.28 0.04 0.0054
H -3.812534 -1.388502 -3.613322 -0.07 0.05 -0.29 0.0034
C 2.433667 1.038168 3.878850 -0.14 0.02 -0.32 0.0000
C 3.720117 1.446989 3.125242 0.05 -0.25 -0.06 0.0000
C 3.529666 0.940699 1.681095 0.27 0.06 -0.23 0.0000
O 2.258186 0.246073 1.574026 -0.01 0.41 0.50 0.0005
C 1.651503 0.150991 2.894983 -0.14 -0.44 0.07 0.0017
H 2.651946 0.493484 4.804344 -0.07 0.23 -0.24 0.0000
H 1.839592 1.921082 4.137818 0.13 -0.18 0.08 0.0000
H 4.598718 0.969143 3.574210 -0.21 0.24 -0.11 0.0000
H 3.878187 2.533772 3.145540 0.02 -0.37 0.05 0.0000
H 3.528498 1.777415 0.957580 -0.02 -0.31 0.18 0.0000
H 4.333515 0.245202 1.385176 -0.24 0.25 0.11 0.0000
H 1.656446 -0.906902 3.214266 0.08 0.34 -0.12 0.0003
H 0.597399 0.450335 2.803795 0.32 -0.07 0.03 0.0004
```
Forces are in eV/Å.

# 3
Molecular formula: C6H11N
Method: DFT, ωB97M-V/def2-TZVPD

Kohn-Sham gap (Ha): 0.2579
DFT total energy (Ha): -289.759298
Net charge: 0
Highest occupied orbital energy (eV): -7.580
Relative energy (zero: lowest compared OMol25 entry of this formula, charge and spin) (kJ/mol): 557.6
2S+1: 1

Geometry as XYZ:
```
18
Properties=species:S:1:pos:R:3:forces:R:3:mulliken_charge:R:1
C -0.457754 0.880796 1.739757 -0.16 -1.05 0.47 -0.7677
N -1.148810 0.427266 0.544458 1.26 1.80 -0.13 -0.5156
C -0.453666 0.334445 -0.546796 -1.35 1.11 -1.52 0.8232
C 1.275639 0.309796 -0.798440 -1.48 1.21 -0.40 -0.9354
C 0.598766 -0.879481 -0.601144 2.47 -1.68 1.09 0.4858
C 0.874532 -1.842220 0.559532 0.55 0.81 0.26 -1.3224
C -1.129567 0.935960 -1.787624 -0.19 -0.86 -0.11 -1.1523
H -1.018056 0.579695 2.625844 0.09 0.01 0.00 0.2684
H -0.471759 1.970076 1.691973 -0.05 0.05 0.01 0.3163
H 0.595859 0.587502 1.834887 -0.06 -0.06 -0.08 0.2507
H 1.398995 -1.254518 1.310321 -0.11 -0.13 0.30 0.2752
H 1.805622 0.937116 -0.096502 0.40 -0.89 0.90 0.2207
H 0.333923 -1.448241 -1.487307 -0.87 0.45 -0.31 0.3493
H 0.036815 -2.345710 1.034881 -0.15 -0.07 -0.34 0.3157
H 1.624186 -2.548134 0.216969 -0.13 -0.39 -0.17 0.4018
H -1.469407 0.219833 -2.537648 -0.07 -0.09 0.05 0.2791
H -1.961893 1.529607 -1.424856 -0.27 -0.15 -0.09 0.3984
H -0.433426 1.606212 -2.278306 0.10 -0.06 0.06 0.3088
```
Forces are in eV/Å.